<P>
# C7H16O2

A 2-piece molecular cluster, C7H16O2 overall (ωB97M-V with the def2-TZVPD basis set, OMol25).

Results
Orbital gap ... 10.23 eV
SMILES ... CC(=O)C(C)(C)O.CC
Highest occupied orbital energy ... -9.49 eV

```
! RIJCOSX wB97M-V def2-TZVPD def2/J DEFGRID3
* xyz 0 1
H 0.026 -1.417 1.377
H -3.066 1.635 0.009
H 2.235 0.378 -2.256
H 0.134 -2.901 0.361
H 0.542 0.846 -2.064
H 1.838 1.982 -1.631
O 0.596 0.971 0.613
C -2.661 0.625 0.031
H -2.574 0.199 -0.997
H 3.620 -0.211 -0.040
C 1.560 0.363 -0.212
C 1.538 0.934 -1.634
C 2.941 0.507 0.420
H -3.487 0.065 1.944
O 2.071 -1.926 -0.939
H -3.106 -1.303 0.907
H 2.898 0.273 1.482
C 0.090 -1.814 0.367
H -4.534 -0.333 0.578
C -3.499 -0.288 0.914
H 3.332 1.515 0.290
C 1.274 -1.239 -0.349
H -0.802 -1.496 -0.171
H -1.655 0.703 0.434
H 0.690 1.929 0.561
*
```


<Q>
# C7H16O2

A 2-piece molecular cluster, C7H16O2 overall (ωB97M-V with the def2-TZVPD basis set, OMol25).

Results
Orbital gap ... 11.10 eV
SMILES ... CC(C)CC[C@@H]1CO1.O
Highest occupied orbital energy ... -10.18 eV

```
! RIJCOSX wB97M-V def2-TZVPD def2/J DEFGRID3
* xyz 0 1
H -2.663 -1.945 1.858
C 0.301 3.277 1.023
H -0.136 4.563 -0.677
H -0.249 1.599 -0.211
H -2.882 0.354 0.938
C -0.271 4.211 2.091
H -1.906 -1.692 -1.901
H -0.501 3.681 3.026
H -1.612 2.620 0.259
H -1.530 1.696 2.576
H -0.080 0.765 2.177
H 0.445 5.010 2.332
O -1.249 -1.024 0.551
O -2.341 -0.842 -2.183
H -1.198 4.686 1.731
H 1.200 2.792 1.443
C -1.782 -1.297 1.849
H 1.185 3.408 -0.969
C 0.731 4.066 -0.214
C -1.890 0.055 1.298
H 1.465 4.843 0.047
H -1.026 -1.496 2.612
C -1.007 1.183 1.755
H -3.283 -0.998 -2.080
C -0.678 2.164 0.632
*
```


Which structure loses on stability? <Q> does.


<P>
# C15H31ClO4P2Ru

C15H31ClO4P2Ru as an isolated structure (ωB97M-V with the def2-TZVPD basis set, OMol25).

Results
Orbital gap (alpha / beta) ... 7.41 / 7.17 eV
Highest occupied orbital energy (alpha / beta) ... -14.61 / -15.99 eV

```
! RIJCOSX wB97M-V def2-TZVPD def2/J DEFGRID3
* xyz 2 5
H -2.334 0.628 -5.158
C 0.662 -2.189 0.719
C -0.205 -2.009 -3.374
H -2.665 -1.870 -5.641
C -1.419 -1.532 -2.592
H -2.102 -2.413 -2.547
H 1.167 -3.039 0.253
H -1.113 -1.280 -1.579
C 1.955 3.171 -4.191
H -1.605 -2.975 -6.576
P -0.282 -1.403 -5.231
C 0.814 1.083 -6.076
H -1.868 -3.269 -4.840
H -3.166 -1.003 -3.672
H 2.200 3.950 -4.938
H 1.947 -1.995 -6.252
C 0.108 1.028 -2.717
O 0.703 -1.080 -0.140
O -0.241 1.924 0.309
P 0.459 2.339 -4.741
C -0.842 1.521 -3.863
H -2.693 0.385 -2.496
H 1.786 3.672 -3.224
H 1.740 -0.230 -2.277
H 1.928 0.671 -3.753
H 2.834 2.510 -4.103
H -1.557 3.159 -5.844
C -2.315 -0.425 -3.232
C -1.756 -2.480 -5.602
Cl -1.761 1.140 0.312
C 0.893 -1.223 -3.980
C 0.988 -2.526 -6.105
H 0.931 1.685 -6.986
H -0.656 4.442 -4.968
C -0.556 3.570 -5.631
H 0.660 -2.853 -7.103
H 1.171 -1.976 1.660
H -0.050 -3.093 -3.266
H 1.793 0.609 -5.892
H -0.388 -2.427 0.912
C -0.217 -0.019 -6.457
H -1.440 2.342 -3.411
O 1.438 0.409 2.362
Ru 1.129 0.638 0.680
H 0.060 -0.497 -7.422
H 1.226 -3.433 -5.522
O 2.450 1.141 -0.349
H -0.551 0.631 -1.945
C 1.200 0.081 -3.177
C -1.606 0.310 -4.369
H -1.246 0.345 -6.686
H 1.817 -1.782 -4.088
H 0.633 1.867 -2.214
H -0.059 3.859 -6.568
*
```


<Q>
# C15H31ClO4P2Ru

C15H31ClO4P2Ru as an isolated structure (ωB97M-V with the def2-TZVPD basis set, OMol25).

Results
Orbital gap (alpha / beta) ... 7.16 / 7.49 eV
Highest occupied orbital energy (alpha / beta) ... -14.20 / -15.93 eV

```
! RIJCOSX wB97M-V def2-TZVPD def2/J DEFGRID3
* xyz 2 5
H 1.770 3.817 -0.331
C -1.803 1.120 0.302
H 1.672 0.476 -2.475
C 0.672 0.911 -2.628
H 1.427 -3.427 -1.888
H 1.112 -3.079 3.734
H -1.822 2.724 -2.503
H 2.190 0.648 -0.354
H -0.901 -0.906 1.960
H 2.719 2.535 -1.167
H -0.475 3.497 -3.396
C -1.271 -1.315 1.008
O 2.365 0.903 3.600
H -1.942 -2.131 1.323
H -0.536 -2.784 4.394
C -0.437 -0.146 -2.597
H 0.676 1.364 -3.628
H 1.109 2.030 1.326
O 1.085 0.068 6.186
O 0.388 -1.156 3.600
H -1.511 -2.843 -3.122
H -3.134 -0.341 0.738
H -0.540 -0.576 -3.606
H 0.013 -2.981 0.423
H 1.976 3.860 -2.110
Ru 0.951 0.457 4.508
C 0.509 1.211 0.890
H 0.919 -2.228 5.292
C 1.851 3.205 -1.241
H 2.132 -0.069 1.224
C -0.143 -1.916 0.210
C -2.139 -0.277 0.258
C -0.593 1.849 -0.091
H -1.424 0.274 -2.354
C 0.480 -2.373 4.296
C -0.871 3.271 -2.396
H -2.647 1.772 0.526
P -0.164 -1.602 -1.545
H -0.784 2.880 0.295
H -2.601 -2.087 -1.936
C 1.063 -1.160 -0.228
O -0.327 1.857 4.327
C -1.643 -2.610 -2.055
H 0.633 -2.949 -3.411
H -1.059 4.208 -1.855
Cl -1.787 1.221 3.644
C 1.492 0.172 0.355
H 0.006 0.816 1.784
C 1.076 -2.570 -2.481
H 1.941 -1.944 -2.740
H -2.308 -0.625 -0.769
H 1.952 -1.787 -0.333
H -1.670 -3.543 -1.482
P 0.353 2.277 -1.483
*
```


Which structure loses on stability? <P> does.


<P>
# C2HN3O3

One molecule with the formula C2HN3O3 (ωB97M-V with the def2-TZVPD basis set, OMol25).

Results
Orbital gap ... 9.20 eV
SMILES ... O=c1nn[nH]oc1=O
Highest occupied orbital energy ... -10.40 eV

```
! RIJCOSX wB97M-V def2-TZVPD def2/J DEFGRID3
* xyz 0 1
O 1.575 1.386 0.282
N -0.512 -1.499 0.198
H -2.578 0.804 0.312
C 0.687 -0.696 -0.111
N -1.694 0.428 -0.186
O 1.718 -1.270 -0.213
C 0.579 0.762 0.029
N -1.565 -0.804 0.189
O -0.620 1.375 -0.223
*
```


<Q>
# C2HN3O3

One molecule with the formula C2HN3O3 (ωB97M-V with the def2-TZVPD basis set, OMol25).

Results
Orbital gap ... 9.85 eV
SMILES ... O=[N+]([O-])c1cnon1
Highest occupied orbital energy ... -12.04 eV

```
! RIJCOSX wB97M-V def2-TZVPD def2/J DEFGRID3
* xyz 0 1
H -0.569 1.754 0.587
N -1.951 0.417 0.134
N -0.642 -1.358 -0.206
N 1.502 -0.205 -0.151
O -1.856 -0.906 -0.192
O 2.329 -1.218 0.209
O 1.734 1.025 -0.298
C -0.695 0.781 0.019
C 0.147 -0.290 -0.102
*
```


<R>
# C2HN3O3

C2HN3O3 as an isolated structure (ωB97M-V with the def2-TZVPD basis set, OMol25).

Results
Orbital gap ... 11.15 eV
Highest occupied orbital energy ... -11.86 eV

```
! RIJCOSX wB97M-V def2-TZVPD def2/J DEFGRID3
* xyz 0 1
C 0.065 0.052 -0.091
H 2.810 1.102 -0.243
O 1.963 -0.798 0.257
C 1.961 0.597 0.001
N 0.471 -1.122 -0.056
N -1.398 0.038 -0.027
N 0.822 1.201 -0.256
O -1.834 1.088 0.283
O -1.907 -1.017 -0.146
*
```


Which structure loses on stability? <Q> does.


<P>
# C3H12NS

A 2-piece molecular cluster, C3H12NS overall (ωB97M-V with the def2-TZVPD basis set, OMol25).

Results
Orbital gap ... 9.20 eV
Highest occupied orbital energy ... -12.91 eV

```
! RIJCOSX wB97M-V def2-TZVPD def2/J DEFGRID3
* xyz 1 1
H 1.038 2.244 -0.410
C 0.485 -2.575 -0.741
H -1.345 3.270 -0.588
S 0.833 -0.837 -0.161
H -0.796 3.967 1.008
H 0.138 4.329 -0.429
H 0.717 2.450 1.229
H 1.453 -3.045 -0.876
C -0.520 3.599 0.025
H -0.311 1.492 0.331
H -1.496 -2.620 0.090
H -0.974 -4.247 -0.170
H 1.226 -1.344 1.018
N 0.311 2.306 0.300
C -0.602 -3.246 0.044
H 0.129 -2.421 -1.767
H -0.287 -3.322 1.098
*
```


<Q>
# C3H12NS

A 2-piece molecular cluster, C3H12NS overall (ωB97M-V with the def2-TZVPD basis set, OMol25).

Results
Orbital gap ... 9.53 eV
Highest occupied orbital energy ... -13.13 eV

```
! RIJCOSX wB97M-V def2-TZVPD def2/J DEFGRID3
* xyz 1 1
H -3.230 -1.513 0.432
C 0.664 -0.379 -0.744
C -3.009 -1.261 -0.590
C 0.711 0.175 0.687
H -0.286 -0.040 1.172
H 1.461 -0.386 1.219
H -0.002 0.179 -1.462
H -2.865 -2.171 -1.171
N 0.027 -1.780 -0.668
H 0.440 -2.415 0.003
H -3.868 -0.703 -1.051
H 1.679 -0.489 -1.160
H 0.023 -2.232 -1.582
H 0.238 2.215 -0.082
H -2.181 -0.580 -0.607
H -0.969 -1.643 -0.434
S 1.198 1.939 0.830
*
```


Which structure loses on stability? <Q> does.


<P>
# C4H11N2

A 2-piece molecular cluster, C4H11N2 overall (ωB97M-V with the def2-TZVPD basis set, OMol25).

Results
Orbital gap ... 9.16 eV
Highest occupied orbital energy ... -13.95 eV

```
! RIJCOSX wB97M-V def2-TZVPD def2/J DEFGRID3
* xyz 1 1
H 1.282 -3.046 0.353
H 0.762 2.137 0.390
C 0.871 1.296 0.944
H 2.071 -2.132 -0.941
N 0.528 0.058 0.255
N -2.112 1.181 -0.590
H -0.689 0.077 -1.878
C 1.164 -2.205 -0.333
H 2.043 -1.009 1.380
H 0.071 1.260 1.818
C 1.217 -0.990 0.503
C -0.845 1.118 -1.339
H 1.834 1.406 1.432
H 0.283 -2.317 -0.781
H -2.675 1.609 -1.275
H -1.724 1.649 0.321
H -2.394 0.201 -0.411
*
```


<Q>
# C4H11N2

An isolated ion of composition C4H11N2 and charge +1 (ωB97M-V with the def2-TZVPD basis set, OMol25).

Results
Orbital gap ... 9.80 eV
SMILES ... CC/C([NH3+])=C/N
Highest occupied orbital energy ... -13.44 eV

```
! RIJCOSX wB97M-V def2-TZVPD def2/J DEFGRID3
* xyz 1 1
N -0.275 1.297 0.777
H -2.044 -0.558 2.224
H 0.235 1.563 1.655
N -2.123 -0.705 1.219
H 0.327 -0.339 -2.399
H 2.371 -0.010 0.023
C -0.906 -1.055 0.576
H -1.274 1.376 0.859
H 2.038 0.389 -2.473
C 1.399 -0.359 -0.373
C 1.114 0.208 -1.860
H -0.098 2.122 0.180
H -0.589 -2.007 0.312
H 1.587 -1.467 -0.459
H 0.741 1.206 -1.680
H -2.626 -1.565 0.986
C 0.122 -0.096 0.434
*
```


Which structure loses on stability? <P> does.